Computed, not measured: a molecular structure, C34H56CoN3OP2S, with wB97M-V/def2-TZVPD.

## Properties
Orbital gap (alpha / beta) (Ha): 0.224 / 0.219
Charge: +1
HOMO (alpha / beta) (eV): -8.6 / -9.9
Multiplicity: 4

Positions of all 98 atoms, in Å:
C  2.302  -1.140  -1.559
C  1.715  0.861  -2.601
C  3.327  -1.317  -2.464
C  2.523  0.554  -3.740
C  3.411  -0.496  -3.592
H  3.977  -2.182  -2.262
H  2.571  1.298  -4.548
H  4.165  -0.727  -4.333
N  1.504  -0.083  -1.592
P  0.416  -2.343  0.214
P  0.318  2.440  -0.820
C  2.113  -2.171  -0.458
H  2.426  -3.148  -0.860
H  2.819  -1.916  0.352
C  -1.030  -0.142  0.848
O  -1.970  -0.262  1.555
C  1.160  2.144  -2.386
H  1.109  2.787  -3.231
C  -1.528  3.328  -0.819
C  1.717  3.818  -0.532
C  -0.466  -3.488  -1.037
C  0.733  -3.282  1.840
C  -2.634  2.431  -0.252
H  -2.504  2.219  0.816
H  -3.605  2.953  -0.355
H  -2.698  1.481  -0.792
C  -1.533  4.588  0.045
H  -1.231  4.343  1.073
H  -0.903  5.399  -0.337
H  -2.561  4.986  0.112
C  -1.840  3.551  -2.290
H  -2.825  4.031  -2.437
H  -1.074  4.132  -2.826
H  -1.939  2.562  -2.751
C  1.574  4.408  0.872
H  1.239  3.657  1.606
H  2.568  4.765  1.196
H  0.909  5.281  0.904
C  3.053  3.056  -0.598
H  2.977  2.130  -0.004
H  3.324  2.792  -1.630
H  3.879  3.658  -0.181
C  1.667  4.916  -1.607
H  1.698  4.509  -2.632
H  0.767  5.557  -1.531
H  2.568  5.566  -1.507
C  -0.626  -3.736  2.405
H  -0.459  -4.132  3.418
H  -1.330  -2.894  2.486
H  -1.100  -4.534  1.819
C  1.391  -2.346  2.866
H  2.331  -1.913  2.499
H  0.731  -1.523  3.170
H  1.625  -2.938  3.766
C  1.691  -4.471  1.674
H  2.657  -4.164  1.249
H  1.883  -4.878  2.679
H  1.285  -5.291  1.074
C  -0.030  -3.098  -2.456
H  0.991  -3.451  -2.678
H  -0.705  -3.561  -3.193
H  -0.070  -2.014  -2.600
C  -1.973  -3.333  -0.841
H  -2.328  -2.294  -0.957
H  -2.473  -3.973  -1.591
H  -2.296  -3.710  0.144
C  -0.146  -4.979  -0.859
H  0.928  -5.202  -0.950
H  -0.544  -5.387  0.079
H  -0.654  -5.514  -1.678
Co  0.326  0.148  -0.117
N  -1.678  -0.290  -1.884
C  -2.371  -0.358  -2.849
C  -2.485  0.032  -4.332
C  -1.518  1.177  -4.802
C  -1.891  -1.245  -4.973
C  -3.988  0.427  -4.507
H  -1.684  2.171  -4.375
H  -0.452  0.951  -4.632
H  -1.595  1.362  -5.887
H  -2.227  -2.181  -4.482
H  -2.022  -1.332  -6.062
H  -0.795  -1.190  -4.797
H  -4.184  1.080  -5.374
H  -4.612  -0.471  -4.560
H  -4.323  0.976  -3.592
S  1.735  0.646  1.622
C  1.107  1.406  3.038
N  -0.119  1.090  3.592
C  -0.564  1.643  4.762
C  0.231  2.535  5.453
C  1.486  2.886  4.929
C  1.898  2.348  3.719
H  -0.747  0.434  3.127
H  -1.550  1.321  5.091
H  -0.121  2.955  6.391
H  2.144  3.574  5.461
H  2.834  2.623  3.244



Computed, not measured: a molecular structure, C34H56CrN3OP2, with wB97M-V/def2-TZVPD.

## Properties
Orbital gap (alpha / beta) (Ha): 0.232 / 0.176
Charge: +1
HOMO (alpha / beta) (eV): -8.8 / -9.0
Multiplicity: 5

Positions of all 97 atoms, in Å:
C  2.824  0.343  1.499
C  1.046  1.906  1.592
C  3.569  1.071  2.415
C  1.718  2.564  2.654
C  2.978  2.160  3.054
H  4.576  0.737  2.637
H  1.258  3.451  3.085
H  3.510  2.688  3.843
N  1.553  0.668  1.211
P  2.232  -2.060  0.202
P  -1.375  2.424  -0.157
C  3.476  -0.830  0.766
H  4.026  -0.456  -0.112
H  4.232  -1.303  1.409
C  -0.006  2.634  0.936
H  -0.254  3.523  1.551
C  -1.563  4.267  -0.802
C  -3.125  1.837  0.535
C  2.753  -2.723  -1.503
C  2.324  -3.274  1.637
C  -1.740  4.056  -2.316
H  -2.745  3.697  -2.574
H  -1.569  4.995  -2.866
H  -1.018  3.315  -2.686
C  -2.699  5.124  -0.229
H  -3.703  4.724  -0.397
H  -2.569  5.320  0.843
H  -2.669  6.104  -0.734
C  -0.256  5.017  -0.524
H  -0.150  5.847  -1.237
H  -0.212  5.454  0.483
H  0.603  4.350  -0.639
C  -4.169  2.066  -0.570
H  -3.984  1.380  -1.410
H  -5.170  1.834  -0.174
H  -4.199  3.084  -0.967
C  -3.178  0.341  0.838
H  -2.899  -0.256  -0.036
H  -2.554  0.048  1.683
H  -4.217  0.070  1.091
C  -3.350  2.604  1.836
H  -3.464  3.683  1.693
H  -4.266  2.237  2.323
H  -2.519  2.429  2.533
C  1.207  -4.310  1.438
H  1.322  -5.085  2.213
H  0.213  -3.861  1.555
H  1.262  -4.802  0.456
C  2.105  -2.516  2.956
H  2.902  -1.790  3.153
H  1.143  -2.003  2.995
H  2.121  -3.251  3.773
C  3.696  -3.964  1.748
H  3.727  -4.487  2.716
H  3.858  -4.713  0.967
H  4.532  -3.253  1.734
C  3.663  -1.702  -2.200
H  4.680  -1.698  -1.788
H  3.741  -1.972  -3.264
H  3.260  -0.684  -2.159
C  1.484  -2.900  -2.348
H  0.931  -1.959  -2.445
H  1.772  -3.232  -3.357
H  0.806  -3.651  -1.922
C  3.486  -4.069  -1.437
H  4.440  -3.995  -0.898
H  2.870  -4.863  -0.994
H  3.717  -4.381  -2.469
Cr  0.444  -0.548  -0.036
C  -0.487  -1.369  1.388
O  -1.170  -1.887  2.202
N  0.764  0.925  -1.241
C  0.855  2.123  -1.444
C  1.693  2.714  -2.666
C  1.932  4.212  -2.677
C  3.067  2.052  -2.622
C  0.966  2.333  -3.956
H  1.018  4.789  -2.835
H  2.427  4.557  -1.767
H  2.597  4.444  -3.522
H  3.017  1.031  -3.019
H  3.786  2.617  -3.232
H  3.464  2.022  -1.600
H  1.690  2.300  -4.783
H  0.496  1.345  -3.871
H  0.191  3.063  -4.220
C  -3.117  -2.201  -3.021
C  -2.644  -3.005  -1.981
C  -1.670  -2.516  -1.115
N  -1.116  -1.287  -1.288
C  -1.602  -0.489  -2.276
C  -2.597  -0.914  -3.152
H  -3.880  -2.562  -3.710
H  -3.017  -4.016  -1.823
H  -1.305  -3.120  -0.282
H  -1.180  0.509  -2.370
H  -2.927  -0.219  -3.924



Computed, not measured: a molecular structure, C34H56HgN3OP2, with wB97M-V/def2-TZVPD.

## Properties
Orbital gap (Ha): 0.189
Charge: +1
HOMO (eV): -8.4
Multiplicity: 1

Positions of all 97 atoms, in Å:
C  -0.745  -2.272  -1.354
C  1.488  -2.044  -0.656
C  -0.454  -3.438  -2.070
C  1.799  -3.307  -1.251
C  0.828  -3.985  -1.965
H  -1.235  -3.880  -2.682
H  2.827  -3.659  -1.147
H  1.065  -4.941  -2.430
N  0.163  -1.671  -0.586
P  -2.593  -0.697  0.091
P  2.413  0.487  0.267
C  -2.132  -1.635  -1.452
H  -2.149  -0.926  -2.297
H  -2.882  -2.404  -1.688
C  -0.197  2.333  2.297
O  -0.052  3.459  2.097
C  2.526  -1.172  -0.256
H  3.516  -1.634  -0.240
C  3.395  1.275  -1.228
C  3.566  0.658  1.817
C  -3.817  0.675  -0.380
C  -3.311  -2.088  1.150
C  2.934  2.740  -1.272
H  3.203  3.272  -0.349
H  3.416  3.262  -2.117
H  1.843  2.794  -1.404
C  4.927  1.159  -1.142
H  5.363  1.680  -0.283
H  5.251  0.108  -1.135
H  5.356  1.620  -2.050
C  2.988  0.534  -2.514
H  3.463  1.010  -3.391
H  3.338  -0.509  -2.479
H  1.898  0.539  -2.655
C  3.960  2.144  1.956
H  3.065  2.786  2.020
H  4.527  2.261  2.895
H  4.601  2.491  1.135
C  2.750  0.254  3.053
H  1.858  0.885  3.180
H  2.436  -0.795  2.992
H  3.392  0.369  3.944
C  4.789  -0.262  1.768
H  5.467  -0.057  0.932
H  5.352  -0.088  2.700
H  4.488  -1.319  1.744
C  -3.633  -1.496  2.534
H  -4.075  -2.296  3.148
H  -2.720  -1.150  3.042
H  -4.344  -0.658  2.488
C  -2.252  -3.192  1.304
H  -2.065  -3.725  0.362
H  -1.306  -2.795  1.688
H  -2.625  -3.921  2.039
C  -4.563  -2.712  0.499
H  -4.776  -3.656  1.023
H  -5.450  -2.076  0.603
H  -4.406  -2.955  -0.562
C  -3.774  0.914  -1.899
H  -4.161  0.052  -2.461
H  -4.416  1.777  -2.140
H  -2.755  1.149  -2.236
C  -3.368  1.966  0.338
H  -2.367  2.281  0.013
H  -4.077  2.769  0.084
H  -3.357  1.849  1.430
C  -5.268  0.362  -0.002
H  -5.656  -0.497  -0.563
H  -5.408  0.208  1.074
H  -5.877  1.233  -0.289
Hg  -0.387  0.128  0.990
N  -0.299  1.201  -1.394
C  -0.067  1.726  -2.412
C  -0.144  2.626  -3.654
C  0.969  2.245  -4.643
C  -1.498  2.487  -4.353
C  -0.017  4.097  -3.241
H  1.965  2.443  -4.220
H  0.891  1.179  -4.912
H  0.874  2.836  -5.565
H  -2.329  2.856  -3.732
H  -1.465  3.090  -5.265
H  -1.719  1.450  -4.627
H  -0.136  4.730  -4.131
H  -0.794  4.375  -2.508
H  0.957  4.317  -2.795
C  0.245  -2.390  5.774
C  -0.385  -1.158  5.586
C  -0.533  -0.667  4.290
N  -0.103  -1.337  3.208
C  0.520  -2.517  3.386
C  0.708  -3.080  4.650
H  0.404  -2.791  6.780
H  -0.759  -0.542  6.403
H  -1.006  0.306  4.107
H  0.881  -3.028  2.486
H  1.241  -4.029  4.709



Computed, not measured: a molecular structure, C34H56N2O4P3Sn, with wB97M-V/def2-TZVPD.

## Properties
Orbital gap (Ha): 0.236
Charge: +1
HOMO (eV): -8.6
Multiplicity: 1

Positions of all 100 atoms, in Å:
C  1.993  0.902  1.533
C  2.263  0.408  -0.771
C  3.351  1.174  1.647
C  3.672  0.413  -0.604
C  4.205  0.849  0.589
H  3.730  1.563  2.593
H  4.276  0.125  -1.471
H  5.279  0.932  0.697
N  1.439  0.567  0.345
P  -0.288  -0.187  2.908
P  0.147  0.617  -2.675
C  1.140  0.989  2.797
H  1.784  0.780  3.669
H  0.753  2.014  2.950
C  -3.440  -1.361  0.322
O  -4.417  -1.943  0.250
C  1.798  0.317  -2.104
H  2.559  -0.049  -2.803
C  -0.720  -0.901  -3.663
C  0.695  2.055  -3.826
C  0.503  -1.820  3.552
C  -1.395  0.558  4.265
C  -1.767  -1.639  -2.806
H  -2.593  -0.983  -2.511
H  -2.210  -2.447  -3.419
H  -1.347  -2.102  -1.904
C  -1.471  -0.378  -4.898
H  -2.267  0.320  -4.606
H  -0.821  0.106  -5.636
H  -1.955  -1.232  -5.401
C  0.352  -1.914  -4.048
H  -0.105  -2.694  -4.680
H  1.181  -1.476  -4.614
H  0.772  -2.418  -3.170
C  -0.532  2.812  -4.340
H  -1.156  3.144  -3.499
H  -0.169  3.703  -4.871
H  -1.145  2.228  -5.036
C  1.560  3.050  -3.034
H  1.075  3.332  -2.090
H  2.565  2.654  -2.833
H  1.656  3.965  -3.636
C  1.523  1.468  -4.969
H  2.392  0.909  -4.612
H  0.950  0.801  -5.618
H  1.887  2.291  -5.599
C  -2.555  -0.416  4.540
H  -3.292  0.100  5.174
H  -3.058  -0.712  3.608
H  -2.230  -1.318  5.076
C  -1.969  1.884  3.742
H  -1.189  2.637  3.563
H  -2.558  1.771  2.824
H  -2.638  2.292  4.517
C  -0.637  0.879  5.564
H  -1.297  1.507  6.182
H  -0.405  -0.005  6.165
H  0.287  1.446  5.388
C  1.787  -2.110  2.746
H  2.117  -3.147  2.936
H  1.646  -2.005  1.662
H  2.603  -1.440  3.062
C  -0.541  -2.940  3.389
H  -0.911  -3.029  2.365
H  -0.080  -3.899  3.675
H  -1.399  -2.786  4.054
C  0.895  -1.808  5.038
H  1.544  -0.966  5.309
H  0.024  -1.832  5.707
H  1.465  -2.730  5.242
Sn  -0.741  0.041  0.209
N  -0.640  -2.765  0.249
C  -0.080  -3.799  0.059
C  0.960  -4.627  -0.477
C  0.887  -6.031  -0.503
C  2.106  -3.973  -0.992
C  1.967  -6.768  -1.002
H  0.009  -6.541  -0.101
C  3.162  -4.711  -1.543
H  2.206  -2.881  -0.933
C  3.113  -6.114  -1.500
H  1.917  -7.864  -0.998
H  4.020  -4.189  -1.991
H  3.961  -6.705  -1.872
C  -3.415  4.552  1.012
O  -2.499  3.424  1.173
P  -1.574  2.722  0.025
O  -2.396  3.082  -1.358
C  -3.783  2.688  -1.554
O  -0.258  3.689  -0.101
C  -0.252  5.133  0.029
H  -3.430  5.048  1.988
H  -4.420  4.179  0.769
H  -3.071  5.272  0.250
H  -4.092  1.832  -0.928
H  -4.441  3.545  -1.354
H  -3.870  2.401  -2.609
H  -1.026  5.612  -0.593
H  -0.365  5.435  1.081
H  0.735  5.442  -0.331



Computed, not measured: a molecular structure, C34H56N3OP2STc, with wB97M-V/def2-TZVPD.

## Properties
Orbital gap (alpha / beta) (Ha): 0.261 / 0.220
Charge: +3
HOMO (alpha / beta) (eV): -16.1 / -17.0
Multiplicity: 4

Positions of all 98 atoms, in Å:
C  -0.363  -2.449  -1.891
C  1.496  -1.068  -2.306
C  -0.165  -3.152  -3.081
C  1.838  -1.868  -3.425
C  1.009  -2.907  -3.807
H  -0.913  -3.882  -3.378
H  2.749  -1.606  -3.939
H  1.264  -3.544  -4.651
N  0.524  -1.536  -1.458
P  -1.361  -2.049  0.666
P  1.993  1.378  -0.822
C  -1.643  -2.591  -1.088
H  -2.401  -1.946  -1.556
H  -2.043  -3.609  -1.180
C  2.028  0.228  -2.132
H  2.828  0.456  -2.841
C  1.932  2.867  -2.194
C  3.702  1.691  0.065
C  -3.066  -1.424  1.262
C  -0.922  -3.744  1.385
C  1.073  3.899  -1.471
H  1.578  4.338  -0.600
H  0.804  4.728  -2.148
H  0.148  3.430  -1.112
C  3.260  3.467  -2.676
H  3.905  3.902  -1.905
H  3.852  2.744  -3.256
H  3.023  4.295  -3.370
C  1.251  2.353  -3.464
H  0.972  3.198  -4.108
H  1.908  1.727  -4.078
H  0.337  1.768  -3.225
C  3.640  3.127  0.613
H  2.771  3.242  1.278
H  4.548  3.319  1.206
H  3.585  3.901  -0.157
C  3.873  0.778  1.279
H  3.056  0.916  2.000
H  3.958  -0.278  1.009
H  4.808  1.066  1.788
C  4.899  1.421  -0.847
H  4.989  2.102  -1.696
H  5.813  1.543  -0.244
H  4.887  0.390  -1.225
C  -0.607  -3.573  2.879
H  -0.460  -4.577  3.310
H  0.317  -3.003  3.035
H  -1.419  -3.083  3.435
C  0.311  -4.323  0.670
H  0.112  -4.532  -0.390
H  1.192  -3.682  0.750
H  0.555  -5.280  1.159
C  -2.049  -4.777  1.195
H  -1.613  -5.779  1.328
H  -2.847  -4.676  1.935
H  -2.494  -4.758  0.194
C  -3.874  -0.945  0.050
H  -4.199  -1.775  -0.591
H  -4.782  -0.434  0.404
H  -3.299  -0.230  -0.549
C  -2.846  -0.239  2.206
H  -2.290  0.580  1.730
H  -3.826  0.155  2.519
H  -2.306  -0.536  3.111
C  -3.900  -2.468  2.009
H  -4.199  -3.300  1.361
H  -3.399  -2.849  2.908
H  -4.830  -1.982  2.346
Tc  0.259  -0.341  0.355
C  1.559  -1.329  1.302
O  2.368  -1.945  1.915
N  -0.878  0.688  -1.004
C  -0.924  1.501  -1.879
C  -2.129  2.404  -2.386
C  -1.887  2.930  -3.792
C  -3.431  1.613  -2.397
C  -2.399  3.583  -1.456
H  -1.074  3.664  -3.831
H  -1.666  2.121  -4.501
H  -2.801  3.442  -4.129
H  -3.795  1.478  -1.372
H  -4.195  2.193  -2.946
H  -3.326  0.640  -2.886
H  -3.352  4.056  -1.765
H  -2.503  3.239  -0.420
H  -1.626  4.359  -1.502
S  0.394  1.286  2.036
C  0.297  0.630  3.662
N  1.322  -0.154  4.123
C  1.287  -0.737  5.364
C  0.192  -0.531  6.177
C  -0.837  0.316  5.757
C  -0.762  0.921  4.514
H  2.136  -0.324  3.542
H  2.152  -1.336  5.621
H  0.157  -1.026  7.143
H  -1.691  0.505  6.399
H  -1.519  1.601  4.129



no.,largest force on an atom (eV/A)
1,6.122
2,4.214
3,3.681
4,4.664
5,6.375